{"formula": "C15H23N3O3S", "method": "wB97M-V/def2-TZVPD", "total_charge": 0, "e_above_lowest_ev": 1.998, "mol_weight_g_mol": 325.4, "lumo_energy_ev": 0.68, "species": ["H", "H", "H", "S", "C", "H", "O", "C", "H", "N", "H", "C", "H", "H", "H", "C", "H", "H", "C", "C", "C", "H", "H", "C", "C", "C", "H", "H", "H", "C", "C", "H", "C", "C", "H", "H", "H", "N", "H", "O", "H", "N", "C", "O", "H"], "coordinates": [[-2.728994, -0.341723, -1.700140], [4.330697, 2.258178, -2.004889], [-1.778571, -0.648259, 2.253041], [2.032182, -2.635588, -0.201526], [2.190700, -1.915042, -1.854349], [-0.157986, -1.974528, 1.137970], [3.289641, -3.244783, 0.126960], [3.007379, 3.192842, -0.607204], [-2.953260, -1.728289, 0.346604], [1.776904, -1.430466, 0.902187], [4.294867, 0.080918, -0.854261], [-0.162201, -0.046459, 0.208474], [1.658738, 1.680389, 2.091528], [1.691050, 3.853222, 0.945931], [-1.328656, 1.622489, -1.198628], [3.716952, 0.907077, -0.466353], [-2.483641, 2.154965, 0.058341], [-5.754960, 0.024004, -1.360690], [3.740495, 2.131636, -1.109013], [-5.238420, -0.667517, -0.697215], [-3.398999, -0.842721, 0.836051], [-4.113082, -1.185059, 1.588264], [-4.956588, -1.562992, -1.271824], [-2.059091, 1.291125, -0.460339], [2.260985, 3.026834, 0.546281], [2.888039, -0.622392, 1.350713], [1.738414, -2.615641, -2.543411], [0.388500, -0.658399, 2.219981], [-5.921601, -0.964097, 0.097100], [-2.289195, -0.035134, 1.514937], [2.960334, 0.726743, 0.683113], [3.243721, -1.792739, -2.063612], [-3.176421, 0.489107, -1.125345], [0.427489, -1.051808, 1.199539], [3.019640, 4.147704, -1.111846], [-3.726011, 1.131986, -1.815917], [-2.738996, 0.828889, 2.015652], [-1.374950, 0.459689, 0.511768], [1.667530, -0.966895, -1.859847], [0.850577, -3.453182, -0.175475], [3.776136, -1.217363, 1.130999], [-4.098371, 0.004268, -0.112591], [2.241604, 1.802335, 1.188699], [0.440852, 0.286285, -0.798265], [2.806550, -0.499616, 2.438592]], "forces_ev_per_angstrom": [[-0.03, 0.03, -0.01], [0.06, 0.01, -0.07], [0.01, 0.04, 0.01], [0.16, -0.19, -0.13], [-0.09, -0.16, 0.70], [-0.17, 0.23, 0.23], [0.18, 0.23, -0.08], [-0.03, 0.08, -0.04], [-0.03, 0.00, 0.02], [-0.05, -0.62, -0.54], [0.09, -0.09, -0.06], [0.13, 0.09, 0.06], [-0.06, -0.02, 0.13], [-0.04, 0.07, 0.03], [-0.11, 0.01, 0.10], [-0.01, -0.02, 0.12], [0.00, -0.02, -0.04], [-0.07, -0.02, -0.05], [0.04, -0.01, -0.11], [0.03, 0.01, 0.03], [0.03, 0.20, 0.24], [0.03, -0.05, -0.01], [0.00, -0.03, -0.02], [0.03, 0.06, -0.48], [-0.08, 0.08, 0.05], [0.35, 0.15, -0.01], [-0.05, -0.20, -0.07], [-0.01, -0.08, -0.05], [-0.08, -0.05, -0.02], [-0.22, -0.38, 0.11], [0.11, 0.11, 0.13], [0.20, 0.00, 0.00], [0.10, 0.25, 0.12], [-0.21, -0.15, -0.17], [0.01, 0.07, -0.03], [0.03, -0.03, -0.03], [0.04, -0.12, 0.06], [-0.23, 0.30, 0.01], [-0.06, 0.06, -0.03], [-0.25, 0.24, -0.16], [0.08, 0.20, 0.21], [0.07, -0.04, 0.01], [0.14, -0.06, 0.01], [-0.04, -0.13, -0.05], [0.03, -0.07, -0.12]]}